Formula: C27H36FN4O2SbSe4SiTi
Source: the OMol25 dataset
Level of theory: wB97M-V/def2-TZVPD

The geometry in XYZ format:
```
77
Properties=species:S:1:pos:R:3:forces:R:3:mulliken_charge:R:1
Ti 0.358 0.075 -0.022 -0.234 0.425 0.141 -0.14
C -1.484 1.230 -3.660 0.018 0.033 -0.001 -1.14
N -1.910 0.530 -2.469 -0.059 -0.083 -0.029 1.33
C -2.461 -0.772 -2.768 -0.037 -0.030 -0.043 -1.18
C -2.669 1.274 -1.535 0.061 0.064 -0.027 -0.65
C -3.424 2.383 -1.899 0.028 0.002 0.024 -0.13
C -4.117 3.123 -0.950 0.026 0.004 0.002 -0.86
C -4.053 2.755 0.382 0.004 0.006 0.009 -1.17
C -3.278 1.667 0.760 0.030 0.050 0.004 -0.28
C -2.572 0.923 -0.178 0.100 -0.104 -0.006 -0.38
N -1.683 -0.132 0.192 0.027 0.159 0.249 2.83
C -2.192 -1.143 0.973 -0.037 -0.191 -0.193 -0.34
C -3.510 -1.219 1.464 0.026 -0.046 0.127 -1.05
C -3.906 -2.246 2.307 0.010 -0.006 -0.012 -0.86
C -3.033 -3.262 2.664 0.002 0.001 0.000 -1.09
C -1.766 -3.270 2.088 -0.006 0.010 -0.008 -0.28
C -1.361 -2.255 1.244 -0.005 -0.044 -0.043 0.08
N -0.130 -2.331 0.481 0.010 -0.067 -0.009 1.88
C 0.953 -3.013 1.189 -0.018 0.016 -0.007 -1.43
C -0.420 -3.069 -0.764 0.010 0.004 0.035 -1.48
H -2.306 1.405 -4.377 0.008 -0.016 0.000 0.36
H -0.714 0.630 -4.147 -0.011 0.008 0.011 0.22
H -1.057 2.193 -3.382 0.007 0.041 -0.014 0.21
H -3.362 -0.703 -3.405 -0.002 0.002 -0.006 0.34
H -2.741 -1.283 -1.847 -0.034 0.023 0.001 0.14
H -1.708 -1.366 -3.292 -0.018 0.021 0.017 0.31
H -3.433 2.710 -2.929 0.005 0.006 -0.037 0.28
H -4.648 4.015 -1.254 -0.010 0.008 -0.013 0.38
H -4.558 3.345 1.138 0.000 -0.005 0.003 0.33
H -3.183 1.412 1.809 0.035 0.036 0.011 0.58
H -4.219 -0.450 1.198 -0.003 -0.037 0.023 0.54
H -4.920 -2.243 2.693 0.004 -0.001 -0.002 0.38
H -3.333 -4.046 3.347 0.001 -0.002 -0.005 0.40
H -1.091 -4.092 2.293 -0.004 0.003 0.003 0.33
H 1.031 -2.614 2.196 0.005 -0.009 -0.016 0.35
H 0.785 -4.098 1.237 -0.007 -0.005 0.008 0.52
H 1.888 -2.828 0.663 0.000 -0.007 -0.009 0.07
H -0.824 -4.061 -0.524 -0.002 -0.010 -0.003 0.35
H 0.495 -3.183 -1.342 0.006 0.000 0.003 0.32
H -1.140 -2.516 -1.360 0.019 -0.023 0.015 0.19
C -0.271 2.202 2.919 0.053 0.007 -0.006 -0.82
Si 0.870 0.751 3.167 -0.015 -0.199 0.102 0.05
C -0.082 -0.502 4.219 -0.019 0.027 0.032 -1.02
C 2.323 1.357 4.205 -0.004 0.038 0.016 -1.23
N 1.460 -0.002 1.702 0.062 -0.038 -0.017 0.69
C 2.779 -0.459 1.763 -0.005 -0.025 -0.100 0.16
C 3.253 -1.327 2.760 -0.019 0.048 0.030 0.17
C 4.569 -1.765 2.818 -0.007 0.000 0.009 -0.92
C 5.486 -1.357 1.862 0.022 -0.013 0.008 -0.64
C 5.063 -0.494 0.859 -0.026 0.022 0.000 -0.41
C 3.754 -0.062 0.830 -0.013 -0.089 0.067 -0.14
F 3.407 0.793 -0.139 0.018 0.124 -0.008 -0.40
H -0.793 2.378 3.867 0.010 0.037 -0.019 0.40
H -1.009 2.048 2.135 -0.067 -0.029 -0.018 -0.17
H 0.289 3.100 2.651 -0.018 0.000 -0.030 0.24
H -0.275 -0.086 5.214 -0.025 0.000 -0.023 0.51
H 0.465 -1.439 4.354 -0.007 0.013 -0.001 0.27
H -1.046 -0.748 3.763 0.013 -0.004 -0.008 0.18
H 1.974 2.171 4.847 0.009 -0.019 0.009 0.42
H 3.120 1.751 3.570 -0.020 0.021 0.003 0.35
H 2.752 0.580 4.841 0.010 0.002 -0.018 0.30
H 2.551 -1.657 3.516 0.017 -0.003 -0.007 0.22
H 4.873 -2.432 3.616 -0.003 0.000 0.004 0.38
H 6.514 -1.694 1.895 -0.005 -0.004 0.001 0.36
H 5.739 -0.124 0.098 -0.004 -0.011 0.003 0.50
C 3.182 -2.130 -2.229 -0.018 0.024 0.026 -1.03
O 2.345 -1.401 -1.342 0.042 -0.001 -0.036 0.28
C 1.174 -0.807 -1.855 -0.088 -0.235 0.159 0.23
O 0.861 -1.045 -2.995 0.055 0.146 -0.042 -0.66
H 4.216 -1.912 -1.959 -0.004 -0.010 0.012 0.25
H 2.987 -1.841 -3.261 0.010 0.011 -0.015 0.33
H 3.002 -3.204 -2.122 -0.010 -0.006 -0.015 0.29
Se -0.859 5.304 -3.163 -0.117 0.017 0.080 -0.41
Sb -0.921 5.076 -0.579 -0.238 0.289 -0.058 0.73
Se 0.886 6.361 0.370 -0.107 0.091 -0.047 -0.77
Se -2.618 6.601 -2.197 0.220 -0.036 0.064 -0.59
Se 0.455 2.250 -0.492 0.340 -0.427 -0.365 -0.38
```
Positions in Å, forces in eV/Å.

- E_HOMO (eV) = -1.44
- F_max (Eh/bohr) = 0.01277
- HOMO-LUMO gap (hartree) = 0.1954
- molar mass (g mol⁻¹) = 981.16
- charge = -2
- energy above the lowest of the compared OMol25 structures with the same formula, charge and spin (kcal/mol) = 0.0